Entry from the OMol25 dataset: a molecular structure, C27H42Cl2NPYb in a non-equilibrium geometry (the ωB97M-V functional and the def2-TZVPD basis).

Calculated values
Spin multiplicity   2
Max |F|   3.9 eV/A
Highest occupied orbital energy (spin up / spin down)   -2.8 / -3.0 eV
Gap between HOMO and LUMO (spin up / spin down)   4.66 / 4.89 eV
Molecular weight   655.6 g/mol
Lowest unoccupied orbital energy (spin up / spin down)   1.8602 / 1.8591 eV
Charge   -1

```
74
Properties=species:S:1:pos:R:3:lowdin_spin:R:1
P -0.175 0.940 -0.826 0.01
C -1.810 0.304 -1.355 0.00
C -2.368 1.080 -2.555 0.00
C -3.818 0.642 -2.822 0.00
C -3.954 -0.874 -2.964 0.00
C -3.310 -1.653 -1.809 0.00
C -1.862 -1.222 -1.540 0.01
C 1.262 0.204 -1.681 0.00
C 1.218 0.496 -3.176 0.00
C 2.556 0.076 -3.794 0.00
C 2.927 -1.372 -3.470 0.00
C 2.816 -1.725 -1.978 0.00
C 1.482 -1.287 -1.361 0.00
C -0.097 2.778 -0.736 0.00
C -1.223 3.290 0.181 0.00
C -1.149 4.812 0.296 0.00
C 0.224 5.309 0.762 0.00
C 1.373 4.700 -0.060 0.00
C 1.280 3.176 -0.182 0.00
H -2.424 0.536 -0.453 0.00
H -1.744 0.878 -3.445 0.00
H -2.320 2.164 -2.369 0.00
H -4.171 1.134 -3.733 0.00
H -4.449 0.991 -1.996 0.00
H -5.016 -1.142 -3.049 0.00
H -3.474 -1.180 -3.902 0.00
H -3.897 -1.497 -0.894 0.00
H -3.332 -2.723 -2.040 0.00
H -1.463 -1.724 -0.647 0.01
H -1.237 -1.525 -2.398 0.00
H 2.123 0.741 -1.233 0.00
H 3.340 0.744 -3.416 0.00
H 1.024 1.565 -3.350 0.00
H 0.385 -0.062 -3.635 0.00
H 2.507 0.215 -4.873 0.00
H 3.943 -1.580 -3.821 0.00
H 2.259 -2.040 -4.033 0.00
H 2.943 -2.806 -1.840 0.00
H 3.625 -1.227 -1.424 0.00
H 1.486 -1.455 -0.274 0.01
H 0.666 -1.899 -1.772 0.00
H -0.229 3.209 -1.755 0.00
H -2.209 2.993 -0.209 0.00
H -1.100 2.799 1.164 0.00
H -1.355 5.238 -0.696 0.00
H -1.932 5.163 0.972 0.00
H 0.361 5.045 1.819 0.00
H 0.269 6.400 0.684 0.00
H 2.343 4.970 0.369 0.00
H 1.327 5.113 -1.079 0.00
H 2.086 2.815 -0.838 0.00
H 1.406 2.679 0.795 0.00
Yb 0.350 -0.658 3.770 0.01
Cl 2.322 0.443 2.678 0.00
Cl -1.516 0.898 3.153 0.00
C -0.529 -2.027 1.710 0.45
H -1.613 -1.979 1.482 0.03
C 0.200 -3.216 1.781 0.08
C 1.644 -3.085 1.961 0.11
C 2.457 -4.199 2.030 0.00
C 1.902 -5.498 1.963 0.14
C 0.525 -5.658 1.800 0.00
C -0.330 -4.568 1.702 0.12
H 2.062 -2.065 2.017 0.00
H 3.528 -4.066 2.153 0.00
H 0.116 -6.681 1.760 0.00
H -1.406 -4.694 1.561 0.01
H 2.571 -6.363 2.018 0.01
C 0.040 -0.063 8.628 0.00
C 0.236 -0.250 7.210 0.00
N 0.365 -0.418 6.066 0.00
H -0.892 0.487 8.818 0.00
H 0.878 0.498 9.058 0.00
H -0.020 -1.042 9.121 0.00
```

=====

Entry from the OMol25 dataset: a molecular structure, C27H42Cl3N4O3SSiSr in a non-equilibrium geometry (the ωB97M-V functional and the def2-TZVPD basis).

Calculated values
Max |F|   2.4 eV/A
Highest occupied orbital energy   -5.3 eV
Gap between HOMO and LUMO   7.32 eV
Molecular weight   724.8 g/mol
Lowest unoccupied orbital energy   2.0098 eV
Charge   -1

```
82
Properties=species:S:1:pos:R:3:lowdin_charge:R:1
C 5.670 2.627 0.434 -0.06
C 4.304 3.080 0.854 -0.20
H 6.434 3.398 0.604 0.07
H 5.626 2.360 -0.624 0.08
H 6.026 1.744 0.978 0.08
C 4.061 4.358 1.206 -0.13
C 4.895 5.582 0.914 -0.12
H 3.123 4.634 1.701 0.09
H 5.268 5.656 -0.119 0.07
H 5.795 5.632 1.536 0.06
H 4.344 6.512 1.122 0.06
Sr -0.722 -2.104 -1.003 0.98
Cl -0.291 -4.157 1.158 -0.13
Cl 0.228 -3.887 -3.003 -0.33
H -3.108 -6.843 -2.669 0.09
H -2.262 -7.499 -0.014 0.08
C -2.549 -5.896 -2.546 -0.08
C -1.582 -6.732 -0.404 -0.08
N -2.307 -5.700 -1.128 -0.19
H -3.126 -5.047 -2.928 0.09
C -2.675 -4.567 -0.536 -0.45
O -2.895 -3.469 -1.070 -0.17
H -1.063 -6.281 0.455 -0.01
H -2.702 -4.678 0.544 0.08
H -1.581 -5.930 -3.070 0.03
H -0.836 -7.170 -1.083 0.10
H 1.514 1.016 -3.039 0.07
H -0.061 3.800 -2.786 0.09
C 0.906 1.300 -3.912 -0.03
C -0.593 3.258 -3.591 -0.04
N -0.374 1.819 -3.457 -0.18
H 0.751 0.416 -4.559 0.11
C -1.213 1.019 -2.780 -0.31
O -0.969 -0.194 -2.565 -0.18
H -1.674 3.465 -3.543 0.09
H -2.143 1.517 -2.426 0.15
H 1.412 2.101 -4.464 0.09
H -0.173 3.597 -4.551 0.09
O 3.020 1.200 -0.216 -0.35
C 3.179 1.958 0.941 -0.41
C 1.293 3.591 0.595 -0.10
C 1.830 2.580 1.400 -0.20
H 1.767 3.817 -0.375 0.13
C 0.176 4.301 1.061 -0.12
H 3.534 1.337 1.807 0.12
C 1.284 2.237 2.641 -0.03
H -0.252 5.079 0.423 0.10
C -0.375 3.964 2.306 -0.15
C 0.146 2.919 3.061 -0.10
H 1.739 1.423 3.209 0.12
H -1.249 4.512 2.671 0.09
H -0.344 2.593 3.976 0.10
Si 3.078 -1.074 -0.657 0.38
Cl 1.105 -0.826 0.554 0.34
C 2.987 -0.969 -2.512 -0.19
C 2.817 -3.026 -0.352 -0.29
C 4.702 -0.676 0.144 -0.21
H 1.996 -1.180 -2.936 0.01
H 3.688 -1.681 -2.973 0.05
H 3.283 0.015 -2.871 0.01
H 5.252 0.008 -0.534 0.03
H 5.358 -1.542 0.319 0.03
H 4.504 -0.153 1.095 0.02
H 2.563 -3.299 0.682 -0.01
H 3.691 -3.643 -0.612 0.02
H 1.991 -3.437 -0.954 -0.07
N -0.669 1.454 -0.176 0.08
C -1.515 0.887 0.694 -0.70
N -1.489 -0.384 1.062 -0.05
C -2.494 -0.672 1.971 -0.29
C -2.798 -1.933 2.505 -0.03
C -3.950 -2.119 3.267 -0.08
C -4.821 -1.025 3.477 -0.11
C -4.525 0.253 2.962 -0.12
C -3.362 0.424 2.220 -0.45
S -2.811 1.872 1.336 1.06
H -0.702 2.463 -0.248 0.07
H 0.260 1.028 -0.255 0.02
H -2.131 -2.773 2.291 0.03
H -4.194 -3.100 3.696 0.10
H -5.739 -1.165 4.055 0.09
H -5.144 1.154 3.111 0.10
```

=====

Entry from the OMol25 dataset: a molecular structure, C27H42CsGeN2O5PS in a non-equilibrium geometry (the ωB97M-V functional and the def2-TZVPD basis).

Calculated values
Max |F|   1.8 eV/A
Highest occupied orbital energy   -0.4 eV
Gap between HOMO and LUMO   4.08 eV
Molecular weight   743.2 g/mol
Lowest unoccupied orbital energy   3.6908 eV
Charge   -2

```
80
Properties=species:S:1:pos:R:3:lowdin_charge:R:1
Cs 0.434 -0.596 0.081 1.16
C 4.258 -2.931 2.757 -0.06
N 3.969 -1.557 2.371 -0.12
C 4.930 -0.877 1.513 -0.02
C 2.757 -0.994 2.568 -0.48
O 2.490 0.156 2.247 -0.02
C 1.695 -1.914 3.173 -0.17
O 0.472 -1.214 3.229 -0.17
C -0.659 -2.031 3.148 -0.17
C -1.862 -1.146 2.802 -0.46
O -1.719 0.035 2.570 0.04
N -3.080 -1.760 2.753 -0.16
C -4.223 -1.003 2.279 -0.05
C -3.317 -3.165 3.005 -0.06
H 5.328 -3.095 2.642 0.09
H 3.716 -3.645 2.128 0.03
H 4.006 -3.104 3.807 0.08
H 5.393 -1.611 0.852 0.08
H 5.705 -0.375 2.104 0.08
H 4.413 -0.155 0.884 0.07
H 2.000 -2.244 4.176 0.13
H 1.631 -2.793 2.517 0.04
H -0.834 -2.554 4.099 0.13
H -0.550 -2.798 2.366 0.13
H -3.876 -0.058 1.872 0.08
H -4.934 -0.822 3.093 0.08
H -4.727 -1.556 1.483 0.08
H -2.418 -3.668 3.347 0.07
H -3.656 -3.667 2.095 0.08
H -4.086 -3.283 3.776 0.09
O 1.603 -1.552 -1.926 -0.36
C 2.782 -1.325 -1.562 -0.79
O 3.233 -0.187 -1.275 -0.08
C 3.731 -2.502 -1.390 -0.17
C 4.990 -2.360 -1.972 -0.07
C 5.966 -3.342 -1.880 -0.14
C 5.673 -4.495 -1.159 -0.14
C 4.435 -4.640 -0.555 -0.17
C 3.419 -3.661 -0.639 -0.66
S 1.926 -3.942 0.241 0.46
H 5.194 -1.431 -2.492 0.11
H 6.933 -3.207 -2.352 0.08
H 6.412 -5.284 -1.062 0.08
H 4.214 -5.533 0.018 0.07
C -0.504 3.933 -2.093 -0.31
P 0.374 2.444 -1.451 0.85
C 0.395 1.421 -2.976 -0.28
C 2.112 3.054 -1.390 -0.38
C 2.700 3.822 -2.393 -0.11
C 4.021 4.236 -2.295 -0.11
C 4.779 3.877 -1.186 -0.11
C 4.207 3.107 -0.185 -0.08
C 2.883 2.700 -0.284 -0.10
H -0.102 4.298 -3.042 0.02
H -0.460 4.734 -1.353 0.03
H -1.549 3.656 -2.240 0.03
H 0.816 1.988 -3.811 0.03
H -0.634 1.133 -3.201 0.02
H 0.978 0.509 -2.812 0.01
H 2.124 4.092 -3.271 0.09
H 4.464 4.828 -3.089 0.09
H 5.815 4.188 -1.112 0.09
H 4.794 2.800 0.672 0.10
H 2.465 2.080 0.503 0.08
C -1.955 -1.973 -3.591 -0.24
Ge -3.216 -1.585 -2.120 0.62
C -4.974 -2.207 -2.893 -0.28
C -2.855 -2.911 -0.682 -0.22
C -2.978 0.145 -1.426 -0.35
H -2.133 -2.968 -4.011 0.00
H -0.921 -1.929 -3.242 0.00
H -2.079 -1.238 -4.393 0.00
H -4.934 -3.261 -3.191 -0.02
H -5.222 -1.605 -3.773 -0.01
H -5.777 -2.081 -2.160 -0.02
H -3.362 -3.872 -0.790 0.01
H -3.138 -2.448 0.264 -0.03
H -1.778 -3.060 -0.662 0.00
H -3.611 0.395 -0.569 -0.12
H -3.003 0.947 -2.172 -0.12
```